[1]
137
Properties=species:S:1:pos:R:3 method="wB97M-V/def2-TZVPD" charge=-1 e_tot_ha=-5415.57827 orbital_gap_ev=8.833 lumo_ev=2.31
As 12.78 17.14 12.26
F 11.12 17.08 12.65
F 13.03 17.83 13.87
F 14.44 17.26 11.88
F 12.37 16.57 10.63
F 12.56 18.81 11.61
F 12.99 15.48 12.82
C 13.83 11.22 10.66
C 13.68 10.28 11.87
O 14.01 11.00 13.04
O 15.09 11.83 10.66
H 13.09 12.02 10.71
H 13.52 10.74 9.64
H 14.38 9.42 11.81
H 12.58 10.05 11.91
H 14.81 11.45 12.96
H 15.02 12.65 10.12
C 11.65 21.78 11.58
C 10.57 22.33 10.67
O 11.18 22.95 9.48
O 12.62 22.88 11.87
H 12.21 21.07 11.01
H 11.32 21.38 12.52
H 10.03 23.09 11.28
H 9.99 21.46 10.44
H 12.06 23.21 9.78
H 13.42 22.51 12.30
C 12.93 15.21 16.29
C 13.78 14.19 17.07
O 12.97 13.23 17.77
O 11.93 14.55 15.61
H 13.61 15.68 15.61
H 12.47 15.98 16.95
H 14.32 14.66 17.84
H 14.43 13.70 16.26
H 12.21 13.07 17.20
H 11.60 15.00 14.84
C 10.57 19.59 6.88
C 11.96 19.46 7.53
O 11.91 18.44 8.55
O 9.72 20.45 7.67
H 10.07 18.67 6.73
H 10.76 20.09 5.84
H 12.21 20.45 7.97
H 12.69 19.13 6.70
H 12.38 18.71 9.34
H 10.32 21.05 8.18
C 16.16 21.56 13.97
C 15.34 20.34 13.48
O 14.36 20.77 12.44
O 16.75 22.17 12.76
H 16.97 21.21 14.52
H 15.62 22.28 14.56
H 14.89 19.77 14.31
H 16.07 19.62 13.09
H 13.67 20.11 12.25
H 16.01 22.42 12.15
C 11.84 14.22 8.59
C 13.32 14.04 8.24
O 14.23 14.07 9.32
O 11.31 15.55 8.42
H 11.70 13.90 9.65
H 11.20 13.57 8.02
H 13.51 14.76 7.38
H 13.32 13.00 7.89
H 14.04 14.81 9.88
H 11.76 16.21 9.00
C 8.64 17.08 9.65
C 8.08 16.28 10.77
O 6.71 15.98 10.43
O 8.57 16.42 8.40
H 9.65 17.33 9.92
H 8.12 17.98 9.51
H 8.27 16.78 11.71
H 8.65 15.34 10.75
H 6.76 15.71 9.51
H 9.38 15.98 8.19
C 7.68 18.84 15.01
C 8.41 19.80 14.03
C 7.52 20.97 13.76
C 7.64 22.09 14.76
C 9.13 22.41 14.95
C 9.97 21.21 15.53
N 9.74 20.21 14.46
O 10.55 19.12 14.77
C 11.44 21.57 15.59
C 9.61 20.86 17.05
C 8.60 19.10 12.76
H 8.37 18.09 15.39
H 6.88 18.25 14.54
H 7.30 19.44 15.85
H 7.74 21.36 12.72
H 6.53 20.65 13.74
H 7.35 21.79 15.79
H 7.04 22.89 14.52
H 9.22 23.25 15.66
H 9.68 22.70 14.03
H 11.72 21.81 14.58
H 11.59 22.49 16.19
H 12.12 20.79 16.02
H 9.84 21.72 17.65
H 8.54 20.55 17.16
H 10.22 20.01 17.40
H 7.67 18.94 12.25
H 9.09 18.13 12.88
H 9.19 19.77 12.14
H 10.96 18.85 13.96
C 9.73 11.89 15.94
C 8.48 11.53 15.14
C 7.63 12.81 14.83
C 8.24 13.69 13.76
C 8.44 12.87 12.48
C 9.34 11.66 12.76
N 8.78 10.92 13.88
O 9.52 9.80 14.12
C 9.37 10.77 11.49
C 10.81 12.02 12.94
C 7.54 10.57 15.89
H 9.47 12.33 16.90
H 10.38 12.65 15.46
H 10.33 11.03 16.31
H 6.62 12.42 14.51
H 7.64 13.39 15.74
H 9.10 14.10 14.23
H 7.59 14.53 13.58
H 8.81 13.36 11.60
H 7.46 12.62 12.15
H 10.08 10.02 11.53
H 8.37 10.35 11.27
H 9.65 11.40 10.61
H 11.31 11.37 13.62
H 11.32 12.00 12.00
H 10.99 12.96 13.42
H 7.16 10.92 16.83
H 8.00 9.57 15.92
H 6.63 10.35 15.31
H 10.33 10.05 14.59

[2]
121
Properties=species:S:1:pos:R:3 method="wB97M-V/def2-TZVPD" charge=+3 e_tot_ha=-2246.33423 orbital_gap_ev=8.798 lumo_ev=-5.90 e_above_lowest_kj_mol=365.9
Cl -0.36 -0.28 -2.32
C -1.42 -1.03 1.35
C -2.41 -2.22 1.51
N -2.65 -3.06 0.23
C -3.63 -4.20 0.61
C -3.36 -2.32 -0.93
C -4.65 -1.62 -0.61
C -1.38 -3.70 -0.35
C -0.75 -4.88 0.34
O -0.51 -4.57 1.69
C -0.47 -5.65 2.57
H -1.34 -0.37 2.21
H -1.73 -0.45 0.48
H -0.42 -1.41 1.15
H -3.38 -1.79 1.77
H -2.01 -2.84 2.31
H -4.58 -3.80 0.96
H -3.26 -4.75 1.48
H -3.77 -4.90 -0.22
H -3.53 -3.06 -1.71
H -2.66 -1.57 -1.31
H -5.04 -0.76 -1.15
H -4.69 -1.25 0.41
H -5.37 -2.44 -0.59
H -0.63 -2.92 -0.47
H -1.58 -3.95 -1.40
H 0.23 -5.13 -0.07
H -1.36 -5.78 0.32
H -0.12 -5.29 3.54
H 0.24 -6.40 2.21
H -1.48 -6.04 2.64
C -0.53 2.90 1.41
C 0.67 1.88 1.13
N 1.86 2.54 0.27
C 2.96 1.49 0.12
C 1.37 3.05 -1.11
C 2.32 3.88 -2.02
C 2.47 3.85 1.00
C 2.53 3.78 2.47
O 3.44 2.78 2.76
C 3.63 2.51 4.24
H -0.23 3.83 1.90
H -1.22 2.60 2.20
H -1.18 2.99 0.54
H 0.34 0.99 0.59
H 0.97 1.53 2.12
H 2.74 0.58 -0.44
H 3.13 1.14 1.14
H 3.85 1.95 -0.31
H 0.43 3.54 -0.84
H 1.12 2.12 -1.63
H 2.88 4.72 -1.60
H 1.95 4.29 -2.96
H 3.14 3.27 -2.40
H 1.95 4.72 0.61
H 3.50 3.94 0.65
H 1.60 3.48 2.96
H 2.77 4.74 2.93
H 4.39 1.75 4.41
H 2.67 2.13 4.58
H 3.86 3.49 4.67
C 3.61 -2.15 5.74
C 4.57 -2.87 4.80
N 4.28 -2.66 3.28
C 4.81 -1.27 2.91
C 5.06 -3.74 2.33
C 4.86 -5.21 2.57
C 2.68 -2.76 3.05
C 2.23 -2.85 1.62
O 2.84 -1.81 0.83
C 2.67 -2.07 -0.54
H 2.62 -2.58 5.89
H 3.59 -1.06 5.74
H 4.15 -2.36 6.66
H 4.79 -3.92 4.98
H 5.52 -2.38 5.02
H 4.63 -1.03 1.87
H 5.88 -1.31 3.11
H 4.36 -0.49 3.52
H 6.13 -3.49 2.27
H 4.65 -3.34 1.41
H 5.42 -5.85 1.90
H 3.86 -5.60 2.38
H 5.24 -5.48 3.55
H 2.31 -1.87 3.56
H 2.43 -3.62 3.67
H 1.16 -2.65 1.63
H 2.45 -3.86 1.29
H 1.69 -1.70 -0.86
H 2.75 -3.11 -0.85
H 3.44 -1.59 -1.14
C -3.69 0.67 -5.32
C -3.37 1.26 -3.88
N -3.33 2.81 -3.65
C -3.10 3.07 -2.15
C -2.21 3.48 -4.53
C -0.73 2.89 -4.28
C -4.74 3.35 -4.08
C -5.01 4.87 -3.84
O -4.34 5.77 -4.71
C -5.05 5.87 -5.97
H -3.66 -0.42 -5.35
H -2.99 1.18 -5.99
H -4.71 1.02 -5.50
H -2.48 0.80 -3.45
H -4.15 0.98 -3.17
H -3.98 2.71 -1.63
H -3.12 4.14 -1.93
H -2.26 2.43 -1.87
H -2.19 4.55 -4.32
H -2.55 3.26 -5.53
H -0.63 1.82 -4.47
H -0.48 3.00 -3.23
H -0.02 3.50 -4.84
H -5.54 2.78 -3.62
H -4.89 3.04 -5.12
H -4.85 5.11 -2.79
H -6.08 4.90 -4.05
H -5.13 5.00 -6.63
H -4.65 6.67 -6.59
H -6.09 6.14 -5.78

Computed values of E_HOMO (unit: eV) for the preceding records, in sequence: -6.53; -14.70.